Computed, not measured: C3H5NS as an isolated structure in a non-equilibrium geometry, with ωB97M-V with the def2-TZVPD basis set.

## Properties
**Energy relative to the best compared isomer or geometry (same formula, charge and spin)**: 219.0 kJ/mol
**Gap between HOMO and LUMO**: 8.5 eV
**Lowest unoccupied orbital energy**: 0.64 eV
**Maximum force**: 4.87 eV/Å
**HOMO**: -7.847 eV

```
! wB97M-V def2-TZVPD RIJCOSX def2/J DEFGRID3
* xyz 0 1
C -0.4569 1.1655 0.1108
C 0.0263 -0.2356 0.1380
C 1.3167 -0.9215 -0.0392
N -1.8431 0.8136 0.0083
S -1.5683 -0.8871 0.0047
H 0.0543 2.0627 -0.2677
H 1.6360 -0.8797 -1.1488
H 2.2158 -0.2759 0.3702
H 1.3224 -1.9486 0.3928
H -2.7031 1.1067 0.4310
*
```

Computed, not measured: C47H53GeNO4PPdTe2 as an isolated structure in a non-equilibrium geometry, with ωB97M-V with the def2-TZVPD basis set.

## Properties
**Energy relative to the best compared isomer or geometry (same formula, charge and spin)**: 310.1 kJ/mol
**Gap between HOMO and LUMO (spin up / spin down)**: 5.8 / 5.9 eV
**Lowest unoccupied orbital energy (spin up / spin down)**: 1.69 / 1.74 eV
**Maximum force**: 2.09 eV/Å
**HOMO (spin up / spin down)**: -4.075 / -4.189 eV

```
! wB97M-V def2-TZVPD RIJCOSX def2/J DEFGRID3
* xyz -1 1
Pd 0.7033 0.0633 0.5055
C -5.3878 5.5867 -2.3638
C -4.4226 4.4945 -2.0001
C -3.2498 4.7497 -1.3109
C -2.3391 3.7409 -1.0306
C -1.1077 4.0897 -0.2571
C -2.5785 2.4354 -1.4681
Te -1.0465 0.9088 -1.3115
N 0.2269 -1.8574 -0.4875
C 0.6206 -1.3995 -1.5956
O 1.1891 -0.2289 -1.7008
C 0.3502 -2.0433 -2.9108
C -0.9101 -2.5529 -3.1932
C -1.2313 -2.9320 -4.4850
C -0.2943 -2.8111 -5.4968
C 0.9649 -2.3067 -5.2129
C 1.2859 -1.9168 -3.9270
C 0.3253 2.1647 -2.3699
C 1.4665 2.5933 -1.7058
C 2.4261 3.3402 -2.3629
C 2.2485 3.6537 -3.6985
C 1.1364 3.1842 -4.3761
C 0.1688 2.4236 -3.7314
C -0.9947 1.8529 -4.4844
C -3.7884 2.1571 -2.1056
C -4.1860 0.7735 -2.5309
C -4.6854 3.1841 -2.3665
H -5.1687 6.5067 -1.8256
H -6.4104 5.2845 -2.1384
H -5.3236 5.7931 -3.4343
H -3.0284 5.7543 -0.9778
H -1.2999 4.9203 0.4189
H -0.2953 4.3757 -0.9268
H -0.7715 3.2317 0.3322
H -1.6483 -2.6014 -2.4046
H -2.2275 -3.2883 -4.7098
H -0.5426 -3.1007 -6.5094
H 1.6928 -2.1870 -6.0023
H 2.2504 -1.4858 -3.6935
H 1.6333 2.2968 -0.6668
H 3.3060 3.6842 -1.8380
H 2.9894 4.2448 -4.2194
H 1.0264 3.4006 -5.4313
H -0.8587 1.9442 -5.5612
H -1.9172 2.3596 -4.1972
H -1.1065 0.7942 -4.2277
H -3.3946 0.0564 -2.3169
H -4.4071 0.7431 -3.5981
H -5.0788 0.4640 -1.9892
H -5.6158 2.9572 -2.8730
C -2.5967 0.8052 6.7908
C -1.6674 1.7321 6.3538
C -1.0488 1.5710 5.1265
C -1.3693 0.4969 4.3187
C -2.3193 -0.4111 4.7525
C -2.9265 -0.2708 5.9843
Ge -0.4429 0.0152 2.6177
C 0.3731 -1.6351 3.3707
C 1.5546 -1.5012 4.0877
C 2.0707 -2.5501 4.8260
C 1.4357 -3.7797 4.8216
C 0.2609 -3.9304 4.1076
C -0.2736 -2.8614 3.4116
C -2.0643 -0.5134 1.5764
C -2.1140 -1.7456 0.9429
C -3.2550 -2.1451 0.2689
C -4.3644 -1.3187 0.2356
C -4.3109 -0.0714 0.8352
C -3.1577 0.3379 1.4834
H -3.0569 0.9156 7.7640
H -1.4296 2.5849 6.9740
H -0.3047 2.2835 4.7832
H -2.5873 -1.2441 4.1164
H -3.6601 -0.9928 6.3186
H 2.0573 -0.5393 4.0982
H 2.9627 -2.4093 5.4221
H 1.8418 -4.6077 5.3890
H -0.2565 -4.8818 4.1139
H -1.2263 -2.9917 2.9210
H -1.2459 -2.3912 0.9663
H -3.2793 -3.1113 -0.2209
H -5.2684 -1.6552 -0.2558
H -5.1701 0.5847 0.7980
H -3.1160 1.3108 1.9618
Te 1.2591 1.8602 2.2282
C 5.9185 -2.6441 2.2148
C 4.5289 -2.1895 2.6446
O 4.1261 -1.0927 1.8672
P 2.8399 -1.1188 0.8259
O 3.3220 -2.3879 -0.0984
C 2.6157 -3.6211 -0.1249
C 3.2544 -4.5368 -1.1578
O 3.3123 0.1403 -0.0370
C 4.5855 0.3268 -0.6433
C 5.4665 1.2036 0.2334
H 6.2559 -3.4524 2.8583
H 6.6106 -1.8092 2.2887
H 5.8993 -2.9869 1.1829
H 4.5442 -1.8607 3.6906
H 3.8164 -3.0173 2.5545
H 1.5632 -3.4320 -0.3757
H 2.6445 -4.0993 0.8654
H 3.1941 -4.0942 -2.1502
H 2.7341 -5.4927 -1.1591
H 4.3018 -4.7095 -0.9164
H 4.3832 0.8234 -1.6004
H 5.0648 -0.6369 -0.8355
H 4.9331 2.1189 0.4779
H 6.3912 1.4481 -0.2864
H 5.6964 0.6855 1.1592
*
```

Computed, not measured: C2H3ClO3P as an isolated structure in a non-equilibrium geometry, with ωB97M-V with the def2-TZVPD basis set.

## Properties
**Energy relative to the best compared isomer or geometry (same formula, charge and spin)**: 259.0 kJ/mol
**Gap between HOMO and LUMO**: 6.8 eV
**Lowest unoccupied orbital energy**: 3.47 eV
**Maximum force**: 3.42 eV/Å
**HOMO**: -3.359 eV

```
! wB97M-V def2-TZVPD RIJCOSX def2/J DEFGRID3
* xyz -1 1
C -0.5375 0.3793 0.5504
C 0.9455 0.6503 0.6558
O -2.0941 -1.2762 -1.0741
O -1.3340 1.0200 1.2206
O 0.3994 -1.1375 -1.4341
P -0.8557 -1.3312 -0.2256
Cl 1.2935 1.9605 1.8368
H 1.3644 -0.3194 0.7294
H 1.2780 1.2683 -0.2229
H -0.4597 -1.2142 -2.0363
*
```

Computed, not measured: C17H23MoN5S3 as an isolated structure in a non-equilibrium geometry, with ωB97M-V with the def2-TZVPD basis set.

## Properties
**Energy relative to the best compared isomer or geometry (same formula, charge and spin)**: 0.0 kJ/mol
**Gap between HOMO and LUMO (spin up / spin down)**: 6.4 / 6.6 eV
**Lowest unoccupied orbital energy (spin up / spin down)**: -7.15 / -7.21 eV
**Maximum force**: 1.32 eV/Å
**HOMO (spin up / spin down)**: -13.562 / -13.857 eV

```
! wB97M-V def2-TZVPD RIJCOSX def2/J DEFGRID3
* xyz 2 3
Mo 0.1821 0.4050 -0.1088
C 0.8502 0.8019 -3.1231
N -0.3569 0.8338 -2.2533
C -0.9770 2.1914 -2.2520
C -0.1252 3.1477 -1.4397
N 0.1304 2.5661 -0.0855
C 1.5266 2.4404 0.2761
C -0.7312 3.1498 0.9403
C -0.4786 4.4044 1.4721
C -1.3599 4.9337 2.4010
C -2.4930 4.2157 2.7629
C -2.7452 2.9645 2.2223
C -1.8486 2.4158 1.3111
S -2.0681 0.8142 0.6218
C -1.3230 -0.1426 -2.7828
C -2.0059 0.0876 -3.9677
C -2.9284 -0.8370 -4.4341
C -3.1708 -2.0011 -3.7209
C -2.4562 -2.2622 -2.5639
C -1.5219 -1.3410 -2.1057
S -0.6124 -1.6903 -0.6342
H 0.6244 1.1955 -4.1157
H 1.1827 -0.2295 -3.2286
H 1.6629 1.3905 -2.6935
H -1.9678 2.1003 -1.8126
H -1.0880 2.5869 -3.2636
H -0.6347 4.1046 -1.3455
H 0.8240 3.3251 -1.9464
H 2.2042 3.0416 -0.3270
H 1.8130 1.3484 0.0870
H 1.6930 2.6369 1.3313
H 0.3986 4.9606 1.1585
H -1.1705 5.9078 2.8292
H -3.1906 4.6299 3.4781
H -3.6301 2.4083 2.5019
H -1.8321 0.9920 -4.5370
H -3.4606 -0.6355 -5.3532
H -3.9119 -2.7077 -4.0679
H -2.6285 -3.1717 -2.0037
N 2.2981 -0.9990 -0.1126
N 2.2676 -1.9280 0.9379
C 1.6486 -1.6348 2.0890
N 1.7596 -2.4626 3.1141
S 0.7210 -0.2234 2.2444
H 2.2366 -1.5094 -0.9873
H 3.1854 -0.5013 -0.0961
H 2.8937 -2.7206 0.8968
H 2.3003 -3.3142 3.0835
H 1.2484 -2.2650 3.9596
*
```

Computed, not measured: a 4-piece molecular cluster, C16H40N4O3 overall in a non-equilibrium geometry, with ωB97M-V with the def2-TZVPD basis set.

## Properties
**Gap between HOMO and LUMO**: 8.8 eV
**Lowest unoccupied orbital energy**: -4.74 eV
**Maximum force**: 1.63 eV/Å
**HOMO**: -13.514 eV

```
! wB97M-V def2-TZVPD RIJCOSX def2/J DEFGRID3
* xyz 2 1
N -25.1254 7.7641 5.8325
H -25.4458 6.8295 5.5128
H -24.6625 7.7724 6.7407
H -25.9221 8.4010 5.8603
H -24.4896 8.0650 5.0877
N -25.8440 4.4517 3.9959
O -25.9021 5.7210 3.8720
O -25.5056 3.7603 3.0300
O -26.2637 3.9150 5.0518
C -28.8609 7.3734 4.7249
C -30.0007 6.6509 4.0062
C -31.0112 7.5398 3.2807
N -32.1465 6.7663 2.6630
C -31.6279 5.6784 1.7746
C -33.0878 6.1799 3.6862
C -34.3897 5.9720 2.9542
C -34.3578 6.9140 1.7271
C -33.0550 7.6758 1.8478
H -28.4152 8.1551 4.0985
H -28.1032 6.6883 5.0961
H -29.1430 8.0356 5.5527
H -30.4789 5.9876 4.7352
H -29.5274 5.9159 3.3512
H -30.4803 8.0894 2.5056
H -31.5172 8.1996 3.9833
H -30.8031 6.0301 1.1596
H -32.4286 5.2761 1.1606
H -31.2519 4.8668 2.3934
H -32.7076 5.3274 4.2427
H -33.2439 6.9480 4.4491
H -34.4372 4.9600 2.5443
H -35.2781 6.0292 3.5787
H -34.4745 6.2977 0.8353
H -35.2015 7.5933 1.6058
H -32.5136 7.9065 0.9322
H -33.1783 8.6026 2.4068
C -24.6483 -0.2782 2.2323
C -26.1542 -0.0592 2.4645
C -26.4532 0.4359 3.8728
N -27.9156 0.6999 4.1723
C -28.4300 1.7735 3.2530
C -28.0432 1.2019 5.5961
C -28.8960 0.1642 6.3451
C -29.7007 -0.5102 5.2591
C -28.7483 -0.5508 4.0755
H -24.0968 0.5745 2.6313
H -24.3635 -0.4882 1.2078
H -24.3352 -1.1157 2.8611
H -26.6985 -0.9844 2.2638
H -26.4887 0.6793 1.7326
H -25.9691 1.3966 4.0641
H -26.1070 -0.2556 4.6420
H -27.6792 2.5607 3.1865
H -29.4106 2.0335 3.6408
H -28.5353 1.3978 2.2355
H -28.4684 2.2047 5.6190
H -27.0865 1.3796 6.0839
H -29.5206 0.6970 7.0589
H -28.1901 -0.4882 6.8582
H -30.6058 0.0661 5.0585
H -29.9879 -1.5250 5.5306
H -29.2678 -0.6944 3.1318
H -28.0712 -1.3921 4.2223
*
```

Computed, not measured: a 3-piece molecular cluster, C3H12NO2 overall in a non-equilibrium geometry, with ωB97M-V with the def2-TZVPD basis set.

## Properties
**Energy relative to the best compared isomer or geometry (same formula, charge and spin)**: 94.1 kJ/mol
**Gap between HOMO and LUMO**: 11.3 eV
**Lowest unoccupied orbital energy**: -4.46 eV
**Maximum force**: 1.64 eV/Å
**HOMO**: -15.767 eV

```
! wB97M-V def2-TZVPD RIJCOSX def2/J DEFGRID3
* xyz 1 1
C 1.4086 1.6683 1.2132
C 1.7352 1.0439 -0.1454
C -0.1147 0.5606 -1.7397
N 0.4755 0.4158 -0.6197
H 1.0441 0.9023 1.8841
H 0.6087 2.4153 1.1304
H 2.2449 2.1563 1.7180
H 2.4170 0.2008 -0.0112
H 1.9900 1.7534 -0.9307
H -0.8513 -0.1769 -2.0380
H 0.3127 1.2690 -2.4315
H -0.1225 0.0163 0.1552
H -1.6259 -1.3646 0.6975
H -1.2900 -1.0433 2.1015
O -1.0741 -0.7510 1.2140
H -1.9553 -3.5911 -0.3715
H -2.9451 -2.7656 -1.2458
O -2.2578 -2.7096 -0.5804
*
```

Values of E_tot, in order: -570.1512 -5260.7427 -1105.3370 -2197.6295 -1077.7142 -326.4773, all in a.u..